# 1
ORCA calculation (the ωB97M-V functional and the def2-TZVPD basis) on one molecule with the formula C33H34FN3O6.

frontier orbital gap = 8.6 eV
net charge = 0
energy above the lowest of the compared OMol25 structures with the same formula, charge and spin = 3.5 kcal/mol
structure (SMILES) = COC(=O)Cn1c(C(=O)N2CCCC2)cc2c1C[C@H]1CN(C(=O)c3ccccc3)[C@@](Cc3ccc(F)cc3)(C(=O)OC)[C@@H]21
max |F| = 0.772 eV Å⁻¹
electronic energy = -1993.55868 Eh
highest occupied orbital energy = -0.29476 Ha

Positions of all 77 atoms, in Å:
C: 2.03695 5.53843 -1.22062
H: 1.19539 5.27749 -1.86559
H: 2.06426 6.60961 -1.04047
H: 2.96174 5.20524 -1.69463
O: 1.89034 4.92609 0.05551
C: 1.83645 3.59420 0.06811
O: 1.85829 2.90697 -0.91762
C: 1.75635 3.07437 1.49435
N: 1.45874 1.67278 1.53089
C: 0.25088 1.11061 1.74655
C: 0.36803 -0.25643 1.67078
C: 1.69686 -0.55622 1.35884
C: 2.35488 0.65819 1.25751
C: 3.75826 0.96971 0.94341
O: 4.33491 1.93523 1.44481
N: 4.38911 0.14503 0.08570
C: 3.79630 -0.88831 -0.74498
C: 4.71995 -1.00383 -1.96920
H: 5.33776 -1.89860 -1.88918
C: 5.59928 0.24500 -1.90085
H: 5.08977 1.09184 -2.36175
C: 5.71610 0.47277 -0.39849
H: 6.45151 -0.20805 0.04547
H: 5.96166 1.49651 -0.11543
H: 6.56547 0.10792 -2.38142
H: 4.15096 -1.06153 -2.89423
H: 2.77420 -0.61852 -1.02012
H: 3.76357 -1.83894 -0.20506
H: 2.12084 -1.53141 1.24870
C: -0.96303 -0.90755 1.80891
H: -0.97547 -1.76363 2.48270
C: -1.57330 -1.30572 0.44330
N: -2.93603 -0.78617 0.49128
C: -3.71216 -0.81492 -0.61672
O: -3.36379 -1.35231 -1.65253
C: -5.04968 -0.15949 -0.47702
C: -5.34648 0.94693 -1.26258
C: -6.59297 1.54194 -1.18076
C: -7.55409 1.02423 -0.32876
C: -7.26835 -0.09185 0.44014
C: -6.01898 -0.68211 0.37038
H: -5.79973 -1.56107 0.95922
H: -8.02204 -0.50473 1.09444
H: -8.52890 1.48532 -0.26958
H: -6.81768 2.40645 -1.78799
H: -4.59396 1.33293 -1.93403
C: -3.21153 0.01597 1.66830
C: -1.85755 0.24404 2.33717
H: -1.95264 0.17400 3.42223
C: -1.14203 1.57851 1.99203
H: -1.22706 2.29893 2.80810
H: -1.56603 2.02779 1.09030
H: -3.70093 0.95258 1.39003
H: -3.88165 -0.53112 2.34261
C: -0.80662 -0.58775 -0.68218
O: 0.17858 -0.99975 -1.23061
O: -1.35566 0.59491 -0.95717
C: -0.74264 1.32719 -2.01175
H: 0.26494 1.63540 -1.72603
H: -1.37609 2.19409 -2.18529
H: -0.68695 0.70918 -2.90894
C: -1.59522 -2.83617 0.22170
C: -0.23188 -3.46607 0.17694
C: 0.39057 -3.69049 -1.04695
C: 1.66623 -4.21639 -1.11259
C: 2.31362 -4.53776 0.06586
C: 1.70655 -4.37617 1.29552
C: 0.42972 -3.84262 1.33923
H: -0.04850 -3.72954 2.30071
H: 2.22784 -4.65967 2.19657
F: 3.57239 -5.03506 0.01385
H: 2.16118 -4.37525 -2.05725
H: -0.12505 -3.43627 -1.95873
H: -2.11201 -3.02047 -0.72101
H: -2.18515 -3.26946 1.03395
H: 2.74665 3.23554 1.94160
H: 1.00478 3.63751 2.05038

Force components x, y, z for each atom (eV/Å):
0.03 -0.01 -0.37
0.08 0.05 0.04
0.00 -0.06 0.00
-0.07 0.04 0.02
0.01 0.08 0.41
-0.11 -0.12 0.13
0.12 0.06 -0.05
0.24 0.38 -0.07
0.07 0.07 -0.04
-0.21 -0.71 0.22
-0.09 0.59 0.45
0.30 0.37 0.04
-0.02 -0.49 0.08
0.18 -0.09 0.08
-0.02 0.22 0.08
0.13 0.09 -0.05
-0.45 -0.44 -0.19
0.02 0.07 0.00
-0.01 -0.03 -0.03
-0.01 -0.11 0.13
0.02 0.06 0.00
0.36 0.31 0.01
0.05 0.07 -0.03
0.03 -0.16 0.00
0.03 0.04 -0.04
-0.02 -0.08 -0.03
0.07 -0.05 0.04
-0.09 0.01 -0.08
0.18 -0.20 -0.15
0.11 0.08 -0.07
-0.07 -0.02 -0.03
-0.13 -0.33 -0.29
0.18 -0.24 0.03
-0.23 -0.07 0.23
0.08 0.05 -0.28
-0.24 0.00 -0.19
0.11 -0.08 0.04
-0.01 0.06 -0.03
-0.07 0.03 0.01
-0.07 -0.02 0.06
0.12 0.03 -0.05
0.04 -0.08 0.08
-0.06 -0.04 0.04
-0.07 0.03 0.00
-0.01 0.06 -0.05
0.07 0.03 -0.09
-0.26 0.24 0.50
-0.12 -0.05 -0.07
0.01 -0.02 -0.07
0.03 0.30 -0.03
-0.06 0.02 -0.01
-0.06 0.06 0.04
0.01 -0.07 0.08
0.03 0.15 -0.03
-0.10 -0.07 -0.11
-0.03 0.07 -0.13
-0.23 0.17 0.17
0.39 0.07 -0.28
-0.16 -0.04 -0.06
0.01 -0.02 0.02
-0.05 0.05 0.02
0.13 0.15 -0.19
-0.09 -0.23 0.11
0.09 -0.17 0.16
0.14 -0.09 0.06
-0.07 0.04 0.10
0.31 -0.08 -0.09
-0.04 0.00 -0.18
-0.08 0.03 0.09
0.07 -0.05 0.07
-0.13 0.04 -0.01
0.07 -0.03 -0.11
-0.04 0.06 -0.09
-0.03 -0.04 0.15
-0.02 0.07 -0.01
-0.34 0.06 -0.05
0.03 -0.07 -0.05


# 2
ORCA calculation (the ωB97M-V functional and the def2-TZVPD basis) on a 2-piece molecular cluster, C33H35BF6O4 overall in a non-equilibrium geometry.

frontier orbital gap = 3.5 eV
net charge = 0
energy above the lowest of the compared OMol25 structures with the same formula, charge and spin = 0.0 kcal/mol
max |F| = 2.516 eV Å⁻¹
electronic energy = -2203.49385 Eh
highest occupied orbital energy = -0.24081 Ha

Positions of all 79 atoms, in Å:
C: 5.20633 0.06513 2.92408
C: 3.82828 0.70040 2.98252
C: 4.02463 2.21190 3.12482
O: 3.13847 0.41395 1.78427
B: 1.73503 0.45671 2.13349
C: 1.07997 1.85410 1.55105
C: 0.05386 2.47199 2.23781
C: -0.51096 3.63688 1.71387
C: -1.66790 4.29586 2.41687
F: -1.37619 5.58832 2.77380
F: -2.77916 4.34406 1.61163
F: -2.02523 3.63339 3.55644
C: -0.04066 4.20943 0.54221
C: 1.00931 3.58127 -0.11183
C: 1.51843 4.18456 -1.39461
F: 2.55491 3.47524 -1.93042
F: 0.53092 4.23919 -2.34706
F: 1.96242 5.46947 -1.20579
C: 1.58286 2.41315 0.38983
C: 0.93167 -0.77826 1.29224
C: -0.50879 -0.84812 1.58519
C: -1.00232 -1.22553 2.77634
O: 1.55722 0.38059 3.55705
C: 2.83152 0.10748 4.10484
C: 2.98506 -1.40052 4.27727
C: 2.95133 0.74534 5.47690
H: 5.73748 0.22955 3.87009
H: 5.14902 -1.00628 2.71232
H: 5.78522 0.54388 2.12629
H: 4.66729 2.43301 3.98607
H: 4.53017 2.58900 2.22638
H: 3.07594 2.75218 3.24080
H: -0.33046 2.06358 3.16769
H: -0.48184 5.11824 0.14728
H: 2.41412 1.96032 -0.14284
H: 1.09836 -0.57435 0.22570
H: 1.43756 -1.71415 1.55858
H: -1.18982 -0.60029 0.76878
H: -2.07757 -1.27277 2.95131
H: -0.32753 -1.47697 3.59803
H: 3.92431 -1.63335 4.79334
H: 2.15652 -1.76983 4.89479
H: 2.96623 -1.92591 3.31403
H: 3.95210 0.55948 5.88840
H: 2.76854 1.82354 5.44135
H: 2.21888 0.28872 6.15262
C: -6.39120 1.45821 -1.51259
O: -5.08219 0.95089 -1.84066
C: -4.62637 -0.17383 -1.23357
C: -3.33798 -0.61637 -1.63184
C: -2.77392 -1.70821 -1.02853
C: -3.42623 -2.38803 0.04999
C: -2.73384 -3.40096 0.75882
C: -3.05434 -3.94052 2.02750
C: -2.48430 -5.20108 2.38660
C: -2.59871 -5.67640 3.67409
C: -3.32570 -4.93048 4.63725
O: -3.40091 -5.52461 5.85811
C: -2.68251 -6.81760 5.75609
C: -2.09894 -6.92066 4.34011
C: -3.93330 -3.70726 4.31118
C: -3.82189 -3.24037 3.02012
C: -4.76741 -2.00381 0.34150
C: -5.36000 -0.91661 -0.27258
H: -6.50314 2.31662 -2.17398
H: -7.17101 0.71177 -1.71764
H: -6.43780 1.77588 -0.46195
H: -2.83451 -0.05251 -2.41850
H: -1.78543 -2.04821 -1.34424
H: -1.86159 -3.82845 0.25446
H: -1.93424 -5.78155 1.64318
H: -1.90603 -6.82659 6.53117
H: -3.41025 -7.61557 5.95600
H: -2.45002 -7.82412 3.83024
H: -1.00321 -6.94897 4.37716
H: -4.47314 -3.17411 5.08723
H: -4.27511 -2.28358 2.76834
H: -5.33684 -2.57636 1.07047
H: -6.38456 -0.62865 -0.02098

Force components x, y, z for each atom (eV/Å):
0.08 -0.15 0.17
-0.23 -0.21 0.49
-0.06 0.21 0.19
0.61 -0.38 0.53
-1.56 0.38 -1.94
0.69 -1.07 0.79
-0.60 0.77 -0.41
-0.33 0.02 0.43
0.12 0.05 0.20
-0.50 -0.88 -0.22
0.54 0.14 0.68
0.03 0.68 -0.82
-0.02 -0.08 -0.01
0.35 -0.04 -0.37
0.21 0.08 -0.03
-0.81 0.70 0.22
0.79 0.12 0.47
-0.33 -0.88 -0.41
-0.47 0.71 -0.46
0.55 0.22 -0.19
-0.12 -0.53 0.41
-0.20 -0.07 -0.36
0.46 -0.04 0.77
0.53 0.25 -0.42
0.23 -0.26 -0.09
0.14 0.19 0.07
-0.01 -0.12 -0.12
0.01 0.13 0.06
-0.09 -0.09 0.09
-0.13 0.05 -0.08
-0.15 -0.10 0.13
0.19 -0.17 -0.03
0.19 -0.06 -0.15
0.03 -0.06 0.02
-0.11 -0.07 0.21
0.07 -0.19 0.11
-0.03 0.06 -0.03
-0.09 0.23 0.31
0.25 0.13 0.05
-0.24 0.10 -0.21
-0.10 -0.08 -0.10
0.10 0.07 -0.12
0.01 0.15 0.18
-0.14 0.11 -0.01
0.02 -0.18 0.00
0.07 0.09 -0.09
0.23 -0.11 0.02
0.19 -1.16 0.62
-0.21 0.40 -0.10
-0.38 0.28 -0.09
0.06 -0.19 0.19
-0.20 0.15 -0.26
-0.51 0.20 -0.15
-0.23 -0.28 0.43
0.32 0.13 0.50
-0.61 0.63 0.08
0.06 -0.42 -0.04
0.55 0.04 -1.45
-0.22 0.04 0.38
0.28 -0.30 -0.10
-0.07 -0.38 0.29
0.32 -0.15 -0.28
0.24 0.31 0.08
0.02 0.16 -0.18
-0.13 -0.11 0.18
0.23 0.18 -0.01
0.07 -0.08 -0.27
-0.07 -0.23 0.27
-0.22 0.16 0.17
-0.18 0.15 0.19
-0.08 0.25 0.16
-0.33 0.09 -0.18
0.15 0.37 0.05
0.12 0.13 0.08
-0.22 0.00 -0.11
0.05 0.06 -0.22
0.32 -0.20 0.18
0.06 0.11 -0.27
0.44 -0.17 -0.09


# 3
ORCA calculation (the ωB97M-V functional and the def2-TZVPD basis) on C33H35BiNOP as an isolated structure in a non-equilibrium geometry.

frontier orbital gap (spin up / spin down) = 2.5 / 2.4 eV
net charge = -2
energy above the lowest of the compared OMol25 structures with the same formula, charge and spin = 34.0 kcal/mol
max |F| = 5.126 eV Å⁻¹
electronic energy = -1964.11669 Eh
highest occupied orbital energy (spin up / spin down) = 0.06164 / 0.06248 Ha

Positions of all 72 atoms, in Å:
Bi: 0.94085 -0.45985 -1.08744
C: -0.42339 -3.01771 0.20344
C: -0.44343 -3.16810 -1.21715
C: 0.86880 -3.58691 -1.64308
H: -1.30800 -3.05509 -1.85946
C: 1.70553 -3.65235 -0.47581
C: 0.90466 -3.30425 0.66651
H: 1.23389 -3.31403 1.69090
H: -1.26822 -2.75839 0.82770
H: 1.15479 -3.84656 -2.64771
H: 2.73994 -3.95297 -0.45461
C: 2.29924 1.52207 0.79766
C: 2.55855 0.55243 1.81884
C: 3.66320 -0.25634 1.40298
H: 2.02933 0.45555 2.75824
C: 4.12803 0.23606 0.13928
C: 3.27078 1.33343 -0.24932
H: 3.39355 1.94535 -1.13129
H: 1.52851 2.28361 0.82548
H: 4.09154 -1.06937 1.96178
H: 4.97735 -0.12920 -0.40973
O: -0.47385 0.07637 -3.06333
C: 4.21720 -1.18759 -4.16646
C: 2.82821 -1.01325 -4.56347
C: 4.33757 -2.32358 -3.24895
C: 4.76538 0.12566 -3.79944
C: 0.42478 -0.34105 -3.89963
H: 2.40038 -1.90810 -4.86626
H: 2.74449 -0.21816 -5.23134
H: 0.82182 0.27621 -4.84233
H: 0.52420 -1.47777 -4.25724
H: 5.19590 -2.99106 -3.46901
H: 3.41720 -2.95110 -3.35372
H: 4.45025 -1.95907 -2.22017
H: 5.64972 0.42461 -4.39364
H: 5.01330 0.12039 -2.73720
H: 3.97243 0.89438 -4.03356
N: -0.62008 0.24905 0.11852
P: -1.77078 0.84515 1.06899
C: -1.79809 2.64316 1.03603
C: -1.07179 3.35689 2.00452
C: -0.97141 4.74230 1.91128
C: -1.53047 5.41390 0.81887
C: -2.23976 4.69603 -0.15975
C: -2.38400 3.31374 -0.04439
C: -3.37920 0.19375 0.59313
C: -4.16130 -0.49783 1.52800
C: -5.33968 -1.12321 1.12802
C: -5.74183 -1.06831 -0.21492
C: -4.96435 -0.36141 -1.14693
C: -3.77524 0.24994 -0.75385
C: -1.54111 0.39889 2.78909
C: -2.31992 1.07863 3.74972
C: -2.20278 0.70325 5.08568
C: -1.34040 -0.31141 5.45993
C: -0.57082 -0.99721 4.49762
C: -0.67390 -0.62922 3.14787
H: -0.59472 2.83560 2.83847
H: -0.44032 5.29115 2.68765
H: -1.39796 6.49074 0.71859
H: -2.66843 5.21850 -1.01111
H: -2.94677 2.75922 -0.80146
H: -3.84318 -0.55825 2.56961
H: -5.93468 -1.66060 1.85964
H: -6.64048 -1.59349 -0.52934
H: -5.28393 -0.30292 -2.18817
H: -3.14756 0.74815 -1.49931
H: -3.00097 1.86962 3.44930
H: -2.80509 1.23886 5.83285
H: -1.25232 -0.59865 6.51589
H: 0.09836 -1.79928 4.78098
H: -0.07954 -1.13905 2.38751

Force components x, y, z for each atom (eV/Å):
-0.58 -0.72 -1.51
1.11 -0.52 -0.33
0.90 -0.03 0.50
-0.03 0.46 1.68
0.07 0.09 0.04
-1.55 0.25 -0.25
-0.62 -0.08 -1.55
0.10 0.12 0.20
0.02 0.14 -0.07
0.07 0.12 -0.16
0.15 0.08 -0.03
0.80 -0.81 0.14
0.45 0.09 -1.07
-0.35 1.42 -1.00
-0.12 -0.05 -0.09
-1.43 0.65 0.86
0.23 -1.01 1.01
-0.06 -0.01 -0.03
0.07 -0.07 -0.05
0.07 -0.20 0.08
0.04 -0.14 -0.16
-0.75 0.08 1.96
-5.00 0.83 -0.60
5.00 -0.72 0.29
0.58 -1.72 0.09
0.68 1.42 -0.74
3.39 -1.64 -3.03
-1.59 -1.55 -0.19
-0.92 1.56 -0.77
-1.29 -0.53 1.92
-1.00 1.86 0.86
-0.08 0.16 0.26
0.78 0.36 0.45
-0.19 -0.26 0.20
0.08 -0.03 0.40
0.09 0.46 0.16
0.93 -0.45 0.60
-2.52 1.63 1.93
3.72 -1.73 -3.08
-0.17 0.30 0.36
-0.22 0.25 -0.17
-0.03 -0.05 -0.28
-0.15 -0.32 -0.12
0.31 0.03 0.43
0.00 0.33 0.07
-0.58 -0.07 0.23
-0.21 0.06 -0.28
0.02 0.06 -0.56
0.44 0.26 0.28
-0.13 -0.18 0.29
-0.19 -0.03 0.08
-0.87 0.54 0.69
0.72 -0.92 0.20
-0.58 0.74 0.04
0.73 -0.89 -0.02
-0.65 0.79 -0.07
0.06 -0.14 0.46
-0.16 0.16 -0.35
-0.03 -0.06 -0.22
-0.10 -0.21 0.03
0.06 -0.07 0.11
0.28 0.24 0.32
-0.13 -0.01 -0.34
0.02 -0.02 -0.10
0.09 0.15 0.01
0.14 -0.08 0.24
-0.07 -0.33 0.28
0.09 -0.09 0.04
0.32 -0.32 -0.22
-0.06 0.15 -0.44
-0.01 0.04 0.07
-0.18 0.21 0.00